[1]
ORCA calculation (ωB97M-V with the def2-TZVPD basis set) on C40H51LuN7 as an isolated structure.

ORCA input file:
```
! wB97M-V def2-TZVPD RIJCOSX def2/J DEFGRID3
* xyz 1 1
Lu 1.055 -1.001 -0.720
H -3.249 5.085 -1.043
C 0.180 -1.603 4.090
H -2.471 -3.245 -3.054
H 3.969 2.023 0.600
H 0.051 -3.999 -2.835
H -0.644 -0.442 2.468
H -0.125 -0.831 -3.797
H -1.999 -3.501 4.093
C -2.051 3.286 -0.984
N 2.161 -0.614 1.264
C 3.539 2.101 -0.407
H 2.708 4.487 -2.233
N 5.340 -2.769 -0.594
C -1.242 -2.503 0.934
C 0.028 1.994 -3.546
H -2.951 -0.311 3.358
C -4.248 2.204 0.457
C 0.557 1.834 -2.251
C -4.284 3.550 -0.008
H -2.359 -1.982 -1.814
H 2.288 0.538 3.899
H 3.651 1.652 3.977
C 1.434 3.955 -3.862
C 4.224 -2.075 -0.277
H -2.538 -5.590 2.906
H 5.483 0.566 3.919
C -1.519 -0.192 0.077
H 6.121 -2.851 0.030
C -1.997 1.988 -0.550
H 1.767 4.772 -4.491
C -3.095 1.492 0.188
H 5.357 -3.338 -1.420
H 2.531 3.881 1.380
C -1.416 -3.856 -1.246
C -1.038 0.869 -0.649
C -1.521 -3.709 0.264
C 2.106 2.651 -0.365
H 0.757 -4.078 -1.212
H -5.159 4.164 0.177
H 0.075 3.192 -5.317
C -1.010 1.112 -4.247
H 5.567 -1.070 3.315
H -1.608 -4.909 -1.454
H -5.891 -0.340 1.997
C -2.866 0.151 0.576
H 3.311 -2.628 -1.844
C -2.494 -3.049 -1.977
H -1.247 3.733 -1.559
C -1.969 -4.808 0.990
C -0.016 -3.603 -1.822
H 1.588 -0.085 1.908
H 1.024 4.297 0.546
C 1.960 3.787 -2.592
H -1.775 0.223 4.563
C 2.057 3.978 0.398
H -6.213 2.005 1.382
H 1.035 -1.999 3.533
N 3.927 0.093 2.621
H -3.482 -3.322 -1.604
H -3.793 -1.550 1.512
N 4.350 -1.366 0.899
H 4.182 2.759 -0.996
H 1.485 1.952 0.185
C 1.528 2.750 -1.774
C -1.383 -2.439 2.335
H -3.103 1.200 -4.820
C -0.979 -1.221 3.155
C 3.050 1.045 3.309
H 2.568 1.710 2.590
H 0.497 -0.741 4.683
H 3.574 1.114 -0.881
C 5.323 -0.042 3.037
H 0.183 -2.532 -1.917
H -0.705 1.109 -5.296
C -3.884 -0.512 1.212
H 6.016 0.312 2.269
H -2.507 -1.379 4.699
C -1.867 -3.552 3.016
H -2.195 -5.730 0.466
C -5.094 0.190 1.489
C -5.280 1.503 1.145
N 0.152 0.763 -1.399
H -1.580 -0.456 -2.852
N 3.166 -2.050 -1.028
H -2.384 2.790 -4.524
C 0.478 3.068 -4.315
C -2.164 -4.733 2.359
H -1.714 -0.893 -4.557
C -2.405 1.752 -4.185
H 2.580 4.774 -0.133
C -1.106 -0.352 -3.828
C -2.126 -0.639 3.988
H -2.788 1.736 -3.162
H 5.268 -1.381 1.300
H -0.138 -2.376 4.794
C -3.212 4.060 -0.693
N -0.778 -1.390 0.177
C 3.412 -0.612 1.602
*
```

Output
energy: -86357.9644 eV
M: 804.9 g mol⁻¹
HOMO: -8.2398 eV
frontier orbital gap: 5.56 eV
strongest force on any atom: 0.975 eV Å⁻¹

Here are the Löwdin charges for atoms 1 to 8, given in e: 1.632, 0.103, -0.071, 0.086, 0.064, 0.096, 0.107, 0.067

---

[2]
ORCA calculation (ωB97M-V with the def2-TZVPD basis set) on C40H52N11O10S3Sn as an isolated structure at a distorted geometry.

ORCA input file:
```
! wB97M-V def2-TZVPD RIJCOSX def2/J DEFGRID3
* xyz -1 1
C 2.648 -4.019 -0.862
S 0.309 2.546 1.991
C -3.350 -2.985 -1.713
H -5.432 -3.345 -1.395
C -1.149 4.560 3.119
N 1.076 -2.397 -1.678
H -1.738 -5.466 3.352
C 0.462 4.289 1.332
H 0.922 -3.902 1.058
H -0.792 -4.011 2.999
H 0.085 3.213 4.294
H 3.561 -1.673 -4.472
C -2.737 -2.161 3.061
C 4.056 -2.410 -3.841
C -0.624 3.184 3.469
S 2.245 -1.739 1.797
N -1.834 -4.829 -1.715
O -2.791 -2.007 5.465
N -0.930 -0.785 2.054
H 2.230 2.021 -5.740
H 2.283 0.122 3.232
C -1.787 -1.794 1.922
C -4.077 -1.445 2.776
H -0.765 -0.604 5.277
C -4.879 -1.295 -1.000
H -3.608 4.009 -6.259
Sn -0.107 0.167 -0.463
C 1.520 3.528 -2.190
H -1.474 5.106 4.008
H -3.437 3.893 -1.142
C -2.360 -2.005 -1.709
S -0.426 1.014 -3.225
N 2.599 2.323 -3.723
H -0.327 6.209 1.960
C -0.557 -0.348 3.237
H -4.461 -1.816 1.822
H 4.976 -1.987 -3.438
C 3.873 -0.036 -1.228
C -0.006 5.261 2.397
H 2.914 -4.731 -0.104
N -2.585 -0.758 -1.330
H -4.782 -1.715 3.566
C -3.276 4.335 -3.245
H -4.888 0.532 2.460
C 5.088 1.090 -2.970
O 3.324 -2.537 1.228
C 1.415 -3.301 -0.778
H 2.968 -0.187 -0.666
N 3.145 -2.751 -2.776
C 6.167 -0.602 -1.643
H -3.275 5.603 -5.578
O -1.887 -2.398 0.855
C -3.808 -0.413 -0.969
H 0.261 3.766 -4.942
C 4.996 -0.782 -0.924
H -1.346 -2.207 -2.040
H -3.928 0.611 -0.642
O -0.772 2.013 1.122
N -2.082 2.662 -2.047
C -2.586 3.954 -4.395
H 1.493 4.437 1.025
H -1.404 2.462 3.687
H -1.996 4.464 2.441
O 1.578 -0.943 0.749
C 3.908 0.909 -2.248
H -4.020 5.117 -3.260
H 3.421 0.912 -5.028
H -1.609 -5.802 -1.839
C 6.203 0.330 -2.668
C 1.219 4.196 -4.637
H -3.177 -3.996 2.058
H -3.195 0.361 1.977
N -1.688 2.990 -4.368
C -2.930 -3.686 3.075
C -4.644 -2.606 -1.373
C -2.869 4.604 -5.721
N 0.522 -3.635 0.168
C 2.102 2.419 -1.507
O 1.329 -2.540 2.596
C -1.660 -4.396 3.534
C 3.492 -3.678 -1.858
C -3.935 0.072 2.720
H -0.245 -2.970 0.286
O -3.917 -5.156 -2.519
H -1.184 -4.238 -1.220
O 0.251 0.551 3.446
H 1.687 0.710 -4.672
H 0.917 4.278 -1.724
C -1.481 2.334 -3.208
H 1.895 4.226 -5.489
H -3.764 -3.934 3.736
N 2.798 1.723 -2.489
H -3.616 0.458 3.686
H 7.116 0.477 -3.228
H 4.288 -3.296 -4.435
C -3.078 -4.418 -2.032
H 1.036 5.206 -4.280
O 1.659 -1.212 -3.512
H 3.550 -1.077 3.654
H 4.475 -4.119 -1.964
C -2.954 3.644 -2.083
H 3.766 -0.014 2.233
H -0.185 4.296 0.458
H -1.507 -4.242 4.600
C -2.238 -1.720 4.421
H 4.928 -1.515 -0.133
H -1.972 4.656 -6.332
H 0.797 5.469 3.106
C 1.910 -2.059 -2.678
C 3.056 -0.534 2.860
C 1.756 3.375 -3.524
H 5.142 1.839 -3.747
O 2.062 2.100 -0.315
N -1.136 -0.933 4.392
H -5.871 -0.971 -0.720
C 2.481 1.437 -4.861
H 7.049 -1.178 -1.398
*
```

Output
energy: -117534.4632 eV
M: 1061.8 g mol⁻¹
HOMO: -4.6544 eV
frontier orbital gap: 6.93 eV
strongest force on any atom: 2.425 eV Å⁻¹

Here are the Löwdin charges for atoms 1 to 8, given in e: -0.020, 0.953, -0.116, 0.119, -0.245, 0.163, 0.073, -0.293

---

[3]
ORCA calculation (ωB97M-V with the def2-TZVPD basis set) on C40H53Br57N2O3S as an isolated structure at a distorted geometry.

ORCA input file:
```
! wB97M-V def2-TZVPD RIJCOSX def2/J DEFGRID3
* xyz 0 1
Br 0.405 8.285 2.107
Br -1.568 5.598 4.013
Br -4.370 -9.848 -4.305
H -1.710 -2.552 -7.284
Br 2.189 -11.243 -3.081
H 2.507 0.703 5.813
C -2.181 -1.822 -5.063
H 1.210 0.982 -1.460
C -0.702 1.235 -2.306
Br 0.743 -14.057 -2.807
Br 12.133 1.684 7.961
N -4.545 0.045 -2.930
Br -0.359 -6.444 -7.061
H -2.455 3.853 -1.205
C -0.980 -0.079 -2.853
C -1.659 -6.677 -5.661
Br 4.783 -0.534 2.226
H 2.468 -13.011 -1.382
Br -8.430 -2.542 1.198
Br -4.300 1.907 1.647
Br 2.468 1.675 8.084
C 0.424 -1.810 -1.806
S -5.341 1.326 -2.328
Br -4.144 5.431 5.875
Br 0.455 -11.891 -0.488
H -1.896 -0.835 -5.419
H 0.241 3.689 -0.095
H 10.426 2.024 6.212
Br 1.708 9.674 4.659
Br -1.833 8.027 8.401
C -1.687 2.040 -1.980
Br -1.046 -13.166 -6.995
Br 8.390 0.644 4.854
H -4.200 -1.807 -5.909
H -3.129 -1.823 -7.956
Br -4.172 1.169 -5.388
H -9.783 -0.511 0.839
H -0.291 2.938 -4.238
Br 0.806 -4.689 7.400
Br -8.877 -0.005 3.072
Br 3.683 -5.392 6.217
C 2.699 -4.760 7.744
Br -1.500 -16.202 -6.140
Br -1.368 -5.452 -4.206
C -1.413 4.076 1.178
C -2.673 4.466 5.110
H -0.935 4.047 -2.048
Br -6.977 2.968 2.979
H -5.577 6.490 -5.215
Br -1.760 4.854 8.628
C -3.303 0.299 -2.788
H 2.120 1.099 -3.706
C 7.550 -0.754 5.878
C -2.880 -10.150 -3.125
C 1.798 -1.502 -1.184
H -1.007 6.102 0.438
C -5.695 3.232 1.576
H -2.058 4.127 5.932
H 1.040 -0.565 -3.518
Br 5.845 -1.913 -1.507
Br 0.851 -0.789 6.873
H 0.384 -2.876 -2.017
H -0.963 5.915 2.210
H -0.795 1.187 -5.735
Br -4.427 3.839 -7.069
C -3.319 -2.431 -5.853
H 2.223 -0.697 -1.788
H 1.711 7.307 3.961
C -0.338 -14.956 -7.035
O 1.604 -1.068 0.152
H -0.625 2.230 0.250
H -0.341 3.949 3.066
C -0.722 5.446 1.258
C -5.679 6.584 -4.144
H 2.411 -1.136 2.322
Br 1.111 -2.577 11.485
Br 2.294 1.137 3.290
C 1.829 8.224 3.401
H -0.134 -1.799 -3.862
H -1.526 -7.675 -5.267
C 6.481 -0.102 -1.578
H 0.827 0.458 -5.438
H 2.518 -0.881 10.409
Br 3.365 -3.065 8.364
Br 7.713 0.297 -0.152
H 0.731 2.651 -1.589
Br 7.569 4.133 -1.632
H -6.216 3.095 0.638
H -0.401 -1.594 -1.135
O 0.782 1.813 -6.932
Br 5.005 1.124 -1.629
H 2.852 -5.473 8.540
C 0.144 -1.043 -3.149
Br -3.912 6.414 -3.392
Br 0.494 2.103 5.592
Br 2.755 -0.152 12.755
Br 9.434 3.372 8.022
N -4.083 2.199 -1.922
C 1.692 0.900 6.495
H -3.531 -3.419 -5.460
C 0.599 2.426 -4.592
H 0.816 -0.521 0.137
H -0.284 -15.256 -8.071
O -2.430 -1.742 -3.639
C -2.987 1.574 -2.206
H 0.357 5.312 1.261
H 6.414 6.118 -0.730
Br -6.844 5.166 -3.556
C -2.184 -0.504 -3.099
Br 3.556 8.153 2.555
C -3.819 2.017 -7.081
Br -1.207 -10.169 -4.079
Br 4.874 5.549 -2.577
H -3.008 -11.132 -2.693
C 10.867 2.701 6.929
Br -2.987 6.586 11.000
Br 8.835 -1.750 6.907
Br 3.010 -1.628 4.673
Br 5.090 4.343 0.361
H 0.007 2.042 -7.447
C -2.799 -2.619 -7.301
Br -3.459 -6.571 -6.330
C 0.714 1.707 -2.102
H -2.747 2.042 -7.214
H -0.535 2.405 2.315
C 1.591 -12.610 -1.868
Br 0.461 0.405 10.584
Br -2.854 -8.890 -1.672
H 2.495 -2.327 -1.245
H -1.313 -2.464 -5.203
H 7.028 0.007 -2.502
Br -3.247 2.899 4.157
H 1.172 3.188 -5.111
H -0.708 6.574 10.051
H -2.480 4.180 1.057
C -0.761 3.284 0.030
H -1.923 3.100 3.098
C 1.803 -0.806 11.217
Br -4.550 1.027 -8.562
C -1.048 3.345 2.506
H 7.105 -1.441 5.173
Br -7.551 0.347 0.188
C -1.478 3.405 -1.360
Br -6.440 8.316 -3.797
C 3.045 -0.624 3.033
C -1.682 6.520 9.589
Br 1.450 -15.024 -6.328
C 0.274 1.364 -5.658
Br 11.723 4.107 5.931
C -8.803 -0.657 1.266
H -3.045 -3.593 -7.707
C 6.041 5.171 -1.092
H 2.171 2.757 -3.221
Br 6.130 -0.072 6.978
Br -5.000 5.029 1.578
C 1.487 1.938 -3.435
*
```

Output
energy: -4054708.3215 eV
M: 5196.5 g mol⁻¹
HOMO: -8.6815 eV
frontier orbital gap: 8.15 eV
strongest force on any atom: 5.377 eV Å⁻¹

Here are the Löwdin charges for atoms 1 to 8, given in e: 0.658, 0.836, 0.576, 0.070, 0.552, -0.142, -0.235, 0.100

---

[4]
ORCA calculation (ωB97M-V with the def2-TZVPD basis set) on C40H54IrN4Si2 as an isolated structure at a distorted geometry.

ORCA input file:
```
! wB97M-V def2-TZVPD RIJCOSX def2/J DEFGRID3
* xyz 2 2
C -2.640 3.661 -1.931
C -2.021 -1.231 1.768
H -2.752 -1.329 -1.421
H 0.285 2.794 -1.996
H -3.923 4.679 -3.314
H -2.685 4.502 -1.247
H -1.719 -2.738 -3.013
H -2.638 6.690 3.229
C -2.910 6.116 2.344
C 0.229 3.943 2.514
C -0.731 4.919 2.809
H 3.928 0.515 3.138
C 1.483 3.857 3.346
C -0.845 -0.881 2.591
H 2.583 1.658 -1.322
C -2.144 4.118 1.049
H -5.986 1.913 -0.761
H 3.393 1.217 -4.031
H -3.784 0.953 -0.033
C 0.850 2.560 -2.897
C 4.231 1.733 0.023
C -0.002 3.080 1.469
C -3.871 1.975 -0.420
H 4.848 2.351 -0.619
Si 0.642 -2.353 -2.333
H 2.849 -0.784 -1.820
C -3.781 2.617 -3.920
H -5.104 -2.612 1.901
C -2.565 2.295 -1.198
C -3.875 3.697 -2.841
H -2.337 0.276 -1.849
H 2.550 -2.528 -3.949
C 4.528 1.527 1.319
H 1.787 3.124 -2.882
H -1.731 3.784 -2.527
C 0.253 -0.482 -2.197
H 2.324 3.471 2.769
H -2.962 6.805 1.499
N 0.198 -0.398 1.915
N -1.904 -1.037 0.437
H -4.825 -2.350 -0.576
H -3.090 4.204 0.546
H -0.552 5.616 3.622
C 1.503 -0.324 3.883
H 2.433 -0.104 4.387
C 3.651 0.748 2.120
C -2.458 1.249 -2.313
C -5.137 3.469 -1.997
H -3.997 2.627 0.441
H -6.024 3.547 -2.631
C 2.562 0.548 -4.270
H 1.554 -4.046 -0.792
H 0.771 2.387 1.174
C 0.426 -0.806 4.607
C 3.089 1.003 -0.600
H 1.278 -3.694 -4.298
H 1.061 -2.011 -4.779
H 2.187 0.849 -5.257
H -3.910 5.704 2.493
C 3.664 -0.202 -1.382
C 1.463 -2.657 -3.990
C -3.683 1.252 -3.235
H -5.216 4.239 -1.222
C -2.898 -1.449 -0.358
C -1.007 -3.232 -2.342
H -4.671 2.652 -4.555
C 1.720 -2.972 -0.935
H 1.498 -2.467 0.013
C -4.964 1.001 -2.434
H -0.782 -0.416 -2.551
H -3.265 -1.924 3.379
Ir -0.137 0.296 -0.153
H -5.830 1.033 -3.100
C -3.166 -1.787 2.313
H 2.783 -2.845 -1.153
H -0.877 -4.255 -2.710
C -4.202 -2.181 1.483
C -5.083 2.077 -1.352
C 1.352 -0.132 2.519
N -1.391 2.176 -0.289
H -3.558 0.467 -3.986
H -1.606 -1.471 4.518
H -1.570 1.467 -2.916
C -1.906 5.023 2.064
H 2.946 -0.468 -4.354
H 0.515 -0.969 5.674
Si 1.183 0.747 -3.066
H 0.280 2.919 -3.765
C 2.403 0.377 1.621
H 1.320 3.193 4.200
H 4.226 -0.844 -0.703
H -1.453 -3.296 -1.346
H 1.756 4.835 3.743
N 2.067 0.530 0.341
C -1.208 3.097 0.705
C -4.057 -2.031 0.116
C -0.766 -1.091 3.956
H 5.409 1.968 1.770
H -4.944 0.006 -1.972
H 4.335 0.146 -2.170
H -2.911 2.789 -4.564
*
```

Output
energy: -66896.9568 eV
M: 839.3 g mol⁻¹
HOMO (spin up / spin down): -12.2187 / -12.2132 eV
frontier orbital gap (spin up / spin down): 5.21 / 5.14 eV
strongest force on any atom: 4.013 eV Å⁻¹
⟨S²⟩: 0.870

Here are the Löwdin charges for atoms 1 to 8, given in e: -0.065, -0.184, 0.088, 0.011, 0.149, 0.107, 0.043, 0.085